Entry 1:
Below is a cluster of 2 separate species, C28H26F6N2O2S in total, with properties calculated with the ωB97M-V functional and the def2-TZVPD basis.

As for the net charge: 0. The value obtained for the frontier orbital gap is 3.68 eV. The value obtained for the LUMO energy is -1.96 eV.

```
65
C28H26F6N2O2S | OMol25 | the ωB97M-V functional and the def2-TZVPD basis
F -0.369 -2.060 6.064
C -0.141 -0.835 5.553
F -1.313 -0.342 5.080
F 0.301 -0.018 6.531
S 1.148 -0.871 4.186
C 1.061 0.746 3.602
C 2.213 1.397 3.093
C 3.364 0.682 2.632
C 4.412 1.340 2.006
C 4.349 2.728 1.855
C 5.413 3.396 1.029
F 4.961 4.548 0.450
F 6.513 3.723 1.784
F 5.856 2.594 0.011
C 3.310 3.479 2.412
C 2.243 2.827 3.000
O 2.409 -1.198 4.811
O 0.658 -1.762 3.152
H 0.101 1.242 3.635
H 3.416 -0.401 2.739
H 5.265 0.779 1.630
H 3.337 4.568 2.360
H 1.391 3.379 3.412
C -5.975 -5.921 2.864
N -4.660 -5.408 3.159
C -3.931 -5.814 4.348
C -2.616 -4.990 4.286
C -2.792 -4.108 3.102
C -3.993 -4.467 2.442
C -4.364 -3.837 1.240
C -3.545 -2.853 0.721
C -2.437 -2.323 1.479
C -1.689 -1.172 1.110
C -1.967 -0.313 0.012
C -0.878 0.369 -0.629
C -1.092 1.096 -1.779
C -2.400 1.199 -2.316
N -2.393 1.955 -3.444
C -3.558 2.360 -4.191
C -1.080 2.495 -3.738
C -0.164 1.861 -2.654
C -3.499 0.600 -1.679
C -3.291 -0.094 -0.501
C -2.049 -3.051 2.648
H -6.403 -5.363 2.030
H -5.939 -6.983 2.590
H -6.629 -5.821 3.740
H -4.502 -5.588 5.262
H -3.732 -6.898 4.350
H -2.460 -4.412 5.204
H -1.756 -5.667 4.177
H -5.272 -4.149 0.723
H -3.756 -2.452 -0.270
H -0.762 -0.998 1.651
H 0.123 0.293 -0.208
H -4.402 1.718 -3.934
H -3.836 3.398 -3.963
H -3.359 2.290 -5.267
H -0.757 2.232 -4.756
H -1.081 3.594 -3.671
H 0.380 2.636 -2.100
H 0.584 1.218 -3.135
H -4.492 0.687 -2.118
H -4.151 -0.475 0.051
H -1.161 -2.756 3.194
```

Entry 2:
Below is a structure of composition C28H26N5O4Re, with properties calculated with the ωB97M-V functional and the def2-TZVPD basis.

Its spin multiplicity is 2. As for the net charge: +1. The value obtained for the frontier orbital gap (spin up / spin down) is 6.67 / 6.47 eV. The value obtained for the LUMO energy (spin up / spin down) is -4.59 / -4.74 eV. The value obtained for the relative energy (zero: lowest compared OMol25 entry of this formula, charge and spin) is 0.0 kcal per mole. Its expectation value of S² is 0.763.

```
64
C28H26N5O4Re | OMol25 | the ωB97M-V functional and the def2-TZVPD basis
Re 0.907 0.124 -0.106
C -0.242 2.975 1.907
C -1.027 3.176 0.633
C -2.190 3.942 0.687
C -2.901 4.246 -0.459
C -2.466 3.771 -1.686
C -1.325 2.987 -1.779
C -0.899 2.458 -3.128
C -0.611 2.707 -0.612
N 0.612 1.940 -0.740
C 1.641 2.502 -1.562
O 1.843 3.665 -1.731
C 2.404 1.411 -2.271
C 3.284 1.520 -3.322
C 3.662 0.341 -3.970
C 3.127 -0.888 -3.587
C 2.258 -0.897 -2.518
N 1.960 0.226 -1.889
C 1.450 -2.047 -1.974
O 1.526 -3.164 -2.396
N 0.605 -1.609 -0.922
C -0.444 -2.514 -0.492
C -0.199 -3.400 0.546
C 1.159 -3.544 1.189
C -1.237 -4.243 0.934
C -2.461 -4.202 0.293
C -2.673 -3.311 -0.749
C -1.667 -2.445 -1.153
C -1.904 -1.453 -2.266
H -0.373 3.837 2.558
H 0.824 2.860 1.714
H -0.596 2.100 2.453
H -2.518 4.326 1.645
H -3.784 4.869 -0.400
H -3.014 4.012 -2.589
H -1.773 2.257 -3.744
H -0.328 1.531 -3.053
H -0.284 3.190 -3.659
H 3.637 2.495 -3.628
H 4.352 0.387 -4.802
H 3.360 -1.811 -4.100
H 1.777 -2.653 1.091
H 1.707 -4.367 0.726
H 1.061 -3.777 2.251
H -1.070 -4.948 1.741
H -3.255 -4.871 0.600
H -3.629 -3.288 -1.258
H -2.957 -1.426 -2.537
H -1.336 -1.718 -3.163
H -1.611 -0.438 -1.980
C -1.045 -1.154 5.072
N -0.035 -0.716 4.098
C 1.199 -0.320 4.481
C 2.151 0.140 3.620
C 1.745 0.209 2.284
O 2.398 0.659 1.247
N 0.535 -0.199 1.896
C -0.442 -0.692 2.751
O -1.537 -1.038 2.408
H -0.585 -1.177 6.055
H -1.409 -2.141 4.802
H -1.886 -0.467 5.066
H 1.393 -0.388 5.544
H 3.135 0.443 3.938
```

| no. | largest force on an atom (eV/Å) | E (eV) |
| --- | --- | --- |
| 1 | 3.05 | -63670.9425 |
| 2 | 1.84 | -47225.0112 |